14
Properties=species:S:1:pos:R:3:mulliken_charge:R:1 method="wB97M-V/def2-TZVPD" spin_multiplicity=1 total_energy_ev=-8370.4654 total_charge=0 relative_energy_kj_mol=271.7 homo_lumo_gap_ev=11.36 fmax_ev_per_a=0.4
C 0.26666 -1.36638 -0.68354 -0.510
C 0.43794 -0.54559 0.62826 -0.496
C -0.89311 0.15230 0.29197 -0.294
O -0.67588 0.83097 -0.94782 -0.460
C -0.99296 -0.56006 -0.98293 -0.301
H 1.06799 -1.32011 -1.42519 0.281
H 0.01824 -2.40805 -0.46498 0.257
H 1.29286 0.13373 0.64813 0.360
H 0.43193 -1.15085 1.53715 0.290
H -1.68484 0.53970 0.92856 0.402
H -1.85935 -0.83831 -1.57333 0.432
O 1.22672 2.38869 0.50919 -0.659
H 0.86047 2.04725 -0.32097 0.401
H 0.53979 2.15326 1.14480 0.297